# 1
The following is a DFT calculation (ωB97M-V with the def2-TZVPD basis set) of the ion C24H46FI3N4O4PS with charge +1.

- Kohn-Sham gap (Ha) = 0.2789
- spin multiplicity = 1
- E (hartree) = -3193.7484
- SMILES = CCOCCOC[N@@+]1(CC(N)(N)N)[C@H](/C(I)=C(/C)I)[C@](CCC(C)C)([PH2]=S)[C@H](CC(=O)I)[C@]1(O)CCCF
- F_max (eV/A) = 8.529
- charge = +1
- HOMO level (eV) = -10.7769

Last column: Löwdin charge in e.
CARTESIAN COORDINATES (ANGSTROEM)
C 7.284 1.989 0.463  -0.093
C 5.818 1.281 0.764  -0.248
O 5.336 1.848 2.049  -0.221
C 4.299 0.961 2.643  -0.144
C 2.810 1.361 2.068  -0.120
O 2.196 0.108 1.569  -0.204
C 0.734 0.205 1.710  -0.165
N -0.094 -0.828 0.916  -0.070
C 0.370 -2.109 1.526  -0.055
C -0.241 -3.546 1.183  -0.530
N -0.840 -3.826 -0.160  0.027
N 0.914 -4.589 1.235  0.011
N -1.090 -4.057 2.372  0.025
C -1.574 -0.363 1.124  -0.189
C -2.466 -1.007 2.337  -0.588
I -2.091 -0.172 4.395  0.836
C -3.512 -2.019 2.370  -0.749
C -4.322 -2.468 3.766  -0.212
I -4.078 -3.084 0.600  0.982
C -2.307 0.241 -0.272  -0.389
C -2.037 1.896 -0.207  -0.235
C -2.354 2.724 -1.558  -0.193
C -2.463 4.369 -1.278  -0.359
C -1.268 4.935 -0.303  -0.125
C -2.210 5.081 -2.768  -0.123
P -4.181 0.368 -0.411  0.365
S -5.025 -0.478 -1.944  0.106
C -1.310 -0.477 -1.339  -0.124
C -1.796 -1.669 -2.352  -0.192
C -2.129 -1.211 -3.889  -0.665
O -1.543 -0.266 -4.615  -0.120
I -3.731 -2.346 -4.954  0.739
C 0.190 -0.626 -0.595  -0.236
O 0.766 0.697 -1.018  -0.060
C 1.349 -1.544 -1.305  -0.083
C 1.546 -1.187 -2.928  -0.138
C 3.028 -0.585 -3.285  -0.123
F 2.879 0.902 -3.354  -0.135
H 7.376 2.906 1.199  0.090
H 8.154 1.211 0.677  0.090
H 7.351 2.440 -0.627  0.085
H 6.027 0.115 0.826  0.126
H 5.062 1.500 -0.104  0.118
H 4.489 -0.178 2.364  0.135
H 4.340 1.037 3.810  0.141
H 2.165 1.720 2.977  0.141
H 2.951 2.164 1.222  0.155
H 0.534 1.324 1.434  0.149
H 0.527 0.145 2.881  0.121
H 0.261 -1.989 2.712  0.156
H 1.546 -2.273 1.374  0.170
H -0.125 -4.319 -0.777  0.098
H -1.529 -4.621 0.019  0.056
H 1.395 -4.383 2.162  0.085
H 0.510 -5.547 1.362  0.088
H -0.490 -4.097 3.241  0.096
H -1.441 -5.021 2.181  0.081
H -1.461 0.722 1.651  0.107
H -4.830 -1.550 4.304  0.073
H -5.200 -3.212 3.497  0.073
H -3.588 -3.077 4.465  0.087
H -2.797 2.274 0.633  0.125
H -0.977 2.195 0.153  0.101
H -3.292 2.429 -2.178  0.112
H -1.420 2.613 -2.293  0.128
H -3.530 4.705 -0.935  0.135
H -1.307 6.125 -0.319  0.095
H -1.365 4.521 0.798  0.077
H -0.231 4.656 -0.807  0.098
H -3.197 5.047 -3.416  0.089
H -1.790 6.183 -2.666  0.086
H -1.391 4.496 -3.405  0.088
H -4.699 1.749 -0.449  0.025
H -4.849 -0.159 0.791  -0.020
H -1.082 0.372 -2.149  0.143
H -2.766 -2.255 -1.990  0.023
H -0.972 -2.529 -2.454  0.120
H 1.755 0.710 -0.910  0.110
H 2.430 -1.348 -0.834  0.135
H 1.207 -2.692 -1.272  0.097
H 1.441 -2.203 -3.543  0.134
H 0.720 -0.474 -3.345  0.113
H 3.401 -1.039 -4.323  0.141
H 3.827 -0.904 -2.489  0.121

Force components x, y, z for each atom (eV/Å):
-0.404 0.359 0.272
1.427 0.187 -0.571
-1.133 -2.805 -0.526
-0.106 -0.325 -0.367
0.961 -0.113 1.068
-1.581 0.250 -0.179
1.859 3.301 2.265
0.692 1.628 0.120
1.723 -2.693 2.117
0.865 -4.038 1.060
-0.508 -1.350 0.707
1.032 1.642 1.274
-0.335 0.917 -0.480
-2.930 3.672 3.303
-2.152 -2.923 -0.198
0.030 -0.442 -1.767
2.160 2.222 1.501
-0.295 -0.512 -0.834
0.129 0.654 1.150
3.224 0.271 0.905
-0.802 0.653 0.447
1.018 1.139 -0.528
1.053 0.357 -1.379
-0.295 0.230 -0.649
0.161 -0.305 -0.347
-2.225 -0.917 -0.300
0.342 0.011 -0.280
0.374 1.470 -2.850
-0.655 -1.765 0.076
2.877 4.692 -3.198
-3.349 -5.836 5.241
1.187 0.562 0.893
0.987 1.053 -4.635
-0.305 -0.983 2.289
0.762 -1.103 -0.701
0.067 -0.593 -0.468
-0.866 -0.437 -0.397
0.735 -3.063 0.275
-0.099 -1.953 -1.419
-1.866 1.839 -0.560
-0.105 -1.215 2.219
-0.785 2.334 0.104
1.267 -0.404 1.620
-0.322 2.390 0.483
-0.020 0.172 -2.317
1.134 -0.269 -1.840
-0.576 -1.524 1.626
-0.483 -2.412 -0.092
-0.159 -0.415 -2.594
-0.041 -0.124 -2.704
-2.654 0.991 -0.094
-0.781 1.096 1.385
0.802 1.622 -0.405
-0.401 -0.669 -1.480
0.239 1.362 -0.211
-0.849 0.048 -1.513
0.559 1.133 0.141
0.222 -2.715 -1.079
1.402 -1.793 -1.097
1.918 1.592 0.271
-1.374 1.583 -1.418
1.667 -0.698 -1.539
-1.725 -0.813 -0.771
1.552 0.148 1.288
-2.009 0.073 1.619
2.051 -0.839 -0.337
-0.029 -2.647 0.290
0.374 0.947 -2.217
-2.089 0.368 1.246
2.011 0.278 1.373
-1.203 -2.237 -0.134
-1.694 1.115 1.536
1.317 -1.033 0.560
1.230 0.700 -0.567
-0.325 -1.778 1.891
2.176 1.526 -0.694
-1.655 2.083 0.161
-1.251 -0.286 0.031
-2.612 -0.208 -0.481
-0.013 2.014 0.342
0.235 2.128 1.428
1.678 -1.242 0.825
-0.941 1.576 2.142
-1.500 1.085 -1.326

***

# 2
The following is a DFT calculation (ωB97M-V with the def2-TZVPD basis set) of a cluster of 4 separate species, C24H46FN6O5 in total.

- Kohn-Sham gap (Ha) = 0.2741
- spin multiplicity = 1
- E (hartree) = -1746.3389
- F_max (eV/A) = 2.155
- charge = +1
- HOMO level (eV) = -11.0185

Last column: Löwdin charge in e.
CARTESIAN COORDINATES (ANGSTROEM)
C 4.945 3.536 3.740  -0.078
C 4.083 3.437 2.451  -0.207
N 4.762 2.705 1.372  0.039
N 4.544 1.330 1.410  0.039
C 5.429 0.568 1.959  -0.232
N 6.641 0.962 2.571  0.109
C 7.446 -0.283 2.687  -0.071
C 6.648 -1.304 1.771  -0.179
C 7.157 -1.076 0.334  -0.396
O 7.353 0.019 -0.126  0.148
N 7.438 -2.230 -0.428  0.185
C 7.042 -2.113 -1.796  -0.475
O 6.079 -1.538 -2.206  0.189
F 7.860 -2.757 -2.621  0.160
N 5.296 -0.833 1.992  0.123
C 3.381 0.698 0.816  -0.183
C 2.426 0.105 1.631  -0.015
C 1.362 -0.515 1.021  -0.025
C 1.328 -0.508 -0.358  -0.112
N 2.202 0.064 -1.164  0.120
C 3.209 0.643 -0.543  -0.079
H 4.871 4.525 4.194  0.079
H 4.597 2.757 4.433  0.068
H 5.995 3.323 3.519  0.062
H 3.967 4.468 2.101  0.122
H 3.082 3.041 2.664  0.113
H 4.582 3.089 0.454  0.144
H 6.377 1.166 3.536  0.130
H 8.389 -0.155 2.155  0.127
H 7.509 -0.700 3.693  0.132
H 6.787 -2.356 2.029  0.157
H 7.054 -3.060 0.013  0.147
H 4.806 -1.176 2.807  0.158
H 2.559 0.131 2.711  0.125
H 0.624 -1.008 1.644  0.122
H 0.492 -1.028 -0.830  0.118
H 3.973 1.116 -1.166  0.135
C -4.527 -3.286 -0.493  -0.069
C -3.560 -2.122 -0.605  -0.272
O -2.203 -2.518 -0.754  -0.178
C -1.904 -3.304 -1.899  -0.282
C -2.218 -2.611 -3.212  -0.070
H -4.254 -3.930 0.346  0.082
H -5.541 -2.919 -0.336  0.079
H -4.530 -3.904 -1.392  0.068
H -3.606 -1.534 0.312  0.106
H -3.849 -1.448 -1.418  0.096
H -2.406 -4.275 -1.835  0.107
H -0.833 -3.509 -1.855  0.112
H -3.282 -2.392 -3.314  0.071
H -1.927 -3.242 -4.053  0.083
H -1.683 -1.663 -3.284  0.069
C -3.015 2.300 -6.532  -0.078
C -3.312 0.971 -5.861  -0.277
O -2.365 0.606 -4.870  -0.171
C -2.226 1.495 -3.778  -0.284
C -3.503 1.696 -2.981  -0.070
H -2.022 2.286 -6.984  0.082
H -3.751 2.502 -7.312  0.079
H -3.043 3.131 -5.826  0.065
H -3.283 0.179 -6.609  0.119
H -4.323 0.962 -5.440  0.108
H -1.821 2.455 -4.118  0.106
H -1.467 1.055 -3.127  0.108
H -4.294 2.146 -3.583  0.069
H -3.320 2.352 -2.129  0.078
H -3.877 0.739 -2.612  0.067
C -7.301 1.524 2.955  -0.078
C -7.017 0.188 2.293  -0.278
O -5.653 -0.006 1.955  -0.171
C -4.732 0.025 3.029  -0.289
C -4.984 -1.037 4.085  -0.077
H -6.978 2.345 2.313  0.082
H -8.369 1.631 3.148  0.080
H -6.779 1.628 3.907  0.065
H -7.569 0.131 1.354  0.119
H -7.376 -0.640 2.913  0.108
H -4.702 1.024 3.476  0.106
H -3.748 -0.143 2.585  0.107
H -5.952 -0.909 4.570  0.068
H -4.216 -0.991 4.859  0.076
H -4.971 -2.032 3.637  0.080

Force components x, y, z for each atom (eV/Å):
-0.396 -0.989 -0.358
0.520 0.927 0.423
0.095 0.458 0.579
0.125 -0.440 -0.434
1.049 -0.839 1.076
-0.716 -0.626 0.496
0.089 -1.080 -1.832
1.146 0.476 1.253
-0.231 -0.206 -0.906
-0.340 -0.050 0.529
-0.882 0.428 0.570
-1.073 0.511 -1.151
1.200 -0.559 0.671
-0.035 0.009 0.642
-0.703 0.297 -1.989
-0.828 -0.148 0.688
0.503 0.330 0.338
0.398 0.054 0.828
-1.764 -0.978 -0.565
0.110 -0.038 0.421
1.592 1.139 -0.901
-0.104 -0.231 0.088
0.159 0.392 0.230
-0.138 0.315 -0.118
-0.146 -0.317 -0.281
0.135 0.037 -0.121
-0.203 -0.408 -0.097
0.125 0.992 -0.230
0.242 0.337 0.870
0.240 0.449 -0.023
-0.199 0.249 0.316
0.330 -0.284 -0.318
-0.031 -0.212 -0.114
-0.211 -0.028 -0.087
-0.147 -0.008 -0.397
0.145 0.156 -0.073
-0.164 -0.160 -0.049
0.056 -0.125 -0.076
-0.141 0.019 0.016
0.293 0.094 0.184
-0.046 -0.050 -0.177
-0.084 0.103 0.078
-0.020 0.038 0.021
0.029 0.030 0.030
-0.065 0.051 -0.029
0.125 0.005 -0.012
-0.036 -0.058 -0.036
-0.055 0.019 -0.024
-0.012 0.054 0.162
0.000 -0.060 -0.053
0.027 0.008 0.018
-0.001 -0.019 -0.063
0.090 0.078 0.095
-0.098 0.083 -0.061
0.137 -0.211 0.014
-0.039 0.082 0.060
-0.105 -0.023 -0.090
-0.026 -0.029 -0.028
0.011 -0.028 0.001
-0.088 0.010 -0.021
0.095 -0.075 0.102
-0.004 0.074 0.005
-0.067 0.046 0.010
0.023 -0.097 -0.115
0.029 0.073 0.028
0.016 -0.025 0.002
0.036 0.010 0.028
0.139 0.049 0.056
-0.122 0.026 0.087
0.113 -0.061 -0.250
0.018 0.003 0.114
-0.129 -0.042 -0.005
-0.041 -0.017 -0.022
0.008 -0.012 -0.027
-0.076 -0.035 0.041
0.139 -0.043 -0.063
0.005 0.039 0.060
-0.040 -0.017 0.072
-0.073 0.015 -0.133
0.043 0.047 0.057
0.008 0.003 -0.024
0.039 0.015 -0.003